Record 1
# C9H15BN9S2Se4Ti

C9H15BN9S2Se4Ti as an isolated structure in a non-equilibrium geometry (ωB97M-V/def2-TZVPD, the Open Molecules 2025 dataset).

Geometry (Å):
Ti  0.3168  -0.0041  0.1585
Se  2.6311  -0.7327  -0.5570
Se  3.7511  1.2419  -1.0853
Se  2.2330  2.6546  -0.0315
Se  0.3523  2.0233  -1.2285
C  2.6824  1.9424  3.4962
N  1.3151  2.4063  3.2207
C  0.8895  3.7094  3.3159
C  -0.4205  3.7097  2.9783
N  -0.7886  2.4183  2.6667
B  -2.2964  1.9791  2.3639
N  -2.6592  2.3411  0.8647
C  -3.1690  3.5625  0.4654
C  -3.4010  3.5115  -0.8634
N  -3.0325  2.2449  -1.2727
C  -3.1207  1.7429  -2.6509
C  -2.5853  1.5566  -0.2101
S  -2.0429  -0.1026  -0.3205
C  0.2951  1.6447  2.7930
S  0.4418  -0.0784  2.5123
H  3.3168  2.8197  3.5815
H  3.0234  1.3239  2.6732
H  2.7086  1.3832  4.4272
H  1.5416  4.5033  3.6406
H  -1.1302  4.5203  2.9703
H  -3.0124  2.6472  3.0769
H  -2.3935  0.8033  2.5280
H  -3.3655  4.3511  1.1731
H  -3.8129  4.2357  -1.5458
H  -3.3112  2.5930  -3.2980
H  -3.9300  1.0239  -2.7422
H  -2.1843  1.2752  -2.9342
N  -1.3624  -5.0097  -0.9242
N  -0.5831  -4.0098  -0.3701
N  0.2942  -4.2729  0.5821
C  0.7203  -3.0522  0.8645
N  0.1112  -2.1256  0.1048
N  -0.7398  -2.7858  -0.6976
H  -0.7977  -5.8497  -0.9074
H  -1.6102  -4.7117  -1.8589
H  1.4730  -2.8291  1.6019

Atomic forces in eV per Å
Ti 0.91 1.15 0.07
Se -0.43 -0.22 -0.13
Se 0.10 -0.05 0.03
Se -0.19 -0.26 0.12
Se -0.26 -0.13 0.12
C -0.39 0.23 -0.05
N 0.66 -0.03 0.01
C 0.03 -0.05 0.13
C -0.13 -0.13 -0.03
N -0.35 0.06 -0.18
B 0.00 0.17 -0.03
N 0.02 0.09 0.40
C 0.06 -0.16 0.20
C 0.02 -0.21 -0.14
N -0.15 0.03 -0.54
C -0.04 0.23 0.36
C 0.10 -0.03 -0.04
S 0.06 0.03 0.00
C -0.14 -0.07 0.14
S -0.16 0.46 -0.09
H 0.02 0.00 0.00
H 0.04 -0.10 -0.06
H -0.01 -0.06 0.01
H -0.04 -0.07 -0.02
H 0.03 -0.10 -0.02
H 0.20 -0.08 -0.17
H 0.01 -0.05 -0.01
H 0.06 -0.09 -0.04
H 0.05 -0.05 0.04
H -0.01 0.00 -0.04
H -0.02 -0.04 0.02
H 0.08 -0.05 -0.01
N 0.29 0.34 0.32
N -0.21 -0.66 -0.08
N -0.13 0.44 -0.16
C 0.03 0.02 0.01
N -0.45 -0.74 -0.28
N 0.48 0.51 0.43
H -0.08 -0.16 -0.15
H -0.04 -0.14 -0.14
H -0.01 -0.02 0.01

Results
**Multiplicity**: 1
**Energy relative to the best compared isomer or geometry (same formula, charge and spin)**: 12.15 kcal/mol
**HOMO-LUMO gap**: 6.4 eV
**Total charge**: +1
**HOMO level**: -0.393 Eh

---

Record 2
# C4H9ClOS

A 2-piece molecular cluster, C4H9ClOS overall in a non-equilibrium geometry (ωB97M-V/def2-TZVPD, the Open Molecules 2025 dataset).

Geometry (Å):
C  0.9291  -1.7995  -0.9325
C  1.2247  -0.4287  -0.3928
C  0.2030  0.6486  -0.7281
C  -1.7735  0.4433  0.8954
O  0.5479  1.9199  -0.3262
S  -1.2993  0.2316  2.5029
Cl  -2.4442  2.0090  0.4201
H  0.8716  -1.6501  -1.9989
H  1.7148  -2.5124  -0.7104
H  -0.0263  -2.2627  -0.5956
H  2.2706  -0.1411  -0.7079
H  1.4194  -0.3776  0.6495
H  -0.6185  0.6955  -1.4266
H  -2.4319  -0.4552  0.6136
H  -0.1503  2.4922  -0.2322
H  -0.4372  1.1874  2.9697

Atomic forces in eV per Å
C -0.95 -0.31 0.01
C 0.56 1.35 -0.83
C -0.82 1.26 2.21
C 0.56 -0.65 -2.46
O 3.73 -3.42 -0.31
S 0.20 -0.89 2.35
Cl -0.25 -0.08 0.00
H -0.08 -0.52 -0.56
H 0.21 0.03 0.01
H 0.55 0.58 -0.08
H -1.04 0.12 -0.48
H -0.53 -0.17 1.45
H 0.28 -0.88 -0.49
H 1.00 1.61 0.33
H -3.13 1.94 0.04
H -0.29 0.01 -1.18

Results
**Multiplicity**: 1
**Energy relative to the best compared isomer or geometry (same formula, charge and spin)**: 74.65 kcal/mol
**HOMO-LUMO gap (alpha / beta)**: 7.3 / 8.2 eV
**HOMO level (alpha / beta)**: -0.264 / -0.275 Eh

---

Record 3
# C40H53ClN4O4P2Si3Ta

C40H53ClN4O4P2Si3Ta as an isolated structure in a non-equilibrium geometry (ωB97M-V/def2-TZVPD, the Open Molecules 2025 dataset).

Geometry (Å):
Ta  -0.2608  -0.2730  -0.3080
C  3.8052  1.0632  -3.1297
Si  2.1733  0.1484  -2.9718
C  2.5740  -1.5998  -3.4905
C  1.0476  0.9785  -4.2052
N  1.5323  0.1953  -1.2834
P  2.4948  0.0813  0.0584
C  1.3089  -0.3217  1.2125
P  0.5088  0.9224  2.0792
N  -0.7847  1.2441  1.0527
Si  -2.3526  2.0232  1.5795
C  -3.6197  2.0038  0.2058
C  -3.1827  1.2584  3.0789
C  -2.0399  3.8111  2.0423
C  0.0805  0.3463  3.7349
C  0.2974  -0.9781  4.0902
C  0.0376  -1.4017  5.3833
C  -0.4403  -0.5050  6.3242
C  -0.6497  0.8238  5.9796
C  -0.3820  1.2480  4.6902
C  1.3665  2.4604  2.4770
C  1.0885  3.6514  1.8243
C  1.6994  4.8302  2.2266
C  2.6181  4.8141  3.2598
C  2.9330  3.6182  3.8941
C  2.3051  2.4480  3.5112
C  3.6720  -1.2797  -0.0983
C  4.9440  -1.1257  -0.6472
C  5.7629  -2.2268  -0.8386
C  5.3182  -3.4915  -0.4825
C  4.0619  -3.6513  0.0801
C  3.2465  -2.5501  0.2813
C  3.4969  1.5654  0.2183
C  3.1643  2.7182  -0.4803
C  3.9784  3.8361  -0.4123
C  5.1169  3.8171  0.3772
C  5.4355  2.6852  1.1133
C  4.6290  1.5624  1.0333
H  3.9384  1.1740  -4.2056
H  4.6456  0.4775  -2.7775
H  3.8717  2.0568  -2.6923
H  3.2230  -1.5372  -4.3635
H  1.7148  -2.1988  -3.7698
H  3.1232  -2.1324  -2.7177
H  1.6132  1.0192  -5.1346
H  0.8182  2.0048  -3.9264
H  0.1180  0.4693  -4.4207
H  -4.2219  1.1025  0.2499
H  -3.2529  2.1029  -0.8116
H  -4.2845  2.8450  0.3949
H  -2.9530  0.2263  3.3095
H  -4.2527  1.3227  2.8807
H  -2.9838  1.8469  3.9702
H  -1.8006  4.4588  1.2046
H  -1.2663  3.9395  2.7989
H  -2.9712  4.1721  2.4740
H  0.6824  -1.6651  3.3482
H  0.2135  -2.4311  5.6570
H  -0.6422  -0.8376  7.3320
H  -1.0073  1.5290  6.7148
H  -0.5151  2.2921  4.4401
H  0.3749  3.6637  1.0134
H  1.4595  5.7580  1.7276
H  3.0934  5.7319  3.5740
H  3.6546  3.6014  4.6980
H  2.5301  1.5271  4.0318
H  5.3051  -0.1500  -0.9282
H  6.7452  -2.0964  -1.2662
H  5.9545  -4.3502  -0.6336
H  3.7167  -4.6328  0.3686
H  2.2717  -2.6707  0.7418
H  2.2754  2.7332  -1.0989
H  3.7215  4.7239  -0.9722
H  5.7535  4.6879  0.4265
H  6.3135  2.6727  1.7416
H  4.8868  0.6783  1.5998
O  -1.7653  -1.3205  2.1394
Cl  -2.0916  -1.8853  0.8864
O  -2.9978  -2.9441  0.9302
O  -0.7578  -2.2997  0.2571
O  -2.4898  -0.7896  -0.0564
C  -1.0339  3.4280  -1.5869
C  -1.5872  2.2529  -2.3188
C  -2.4571  2.3788  -3.3806
C  -2.8782  1.2286  -4.0552
C  -2.4000  -0.0111  -3.7090
C  -1.4680  -0.0704  -2.6619
N  -1.1314  1.0399  -1.9641
N  -0.7970  -1.1340  -2.1565
Si  -0.8690  -2.7858  -2.8205
C  0.4989  -3.7637  -1.9933
C  -0.6346  -2.6997  -4.6838
C  -2.5199  -3.5855  -2.4906
H  -1.5993  4.3314  -1.7991
H  0.0016  3.5912  -1.8912
H  -1.0306  3.2473  -0.5168
H  -2.8001  3.3544  -3.6793
H  -3.5812  1.3187  -4.8701
H  -2.7075  -0.9005  -4.2272
H  1.2592  -3.1223  -1.5453
H  1.0101  -4.3951  -2.7180
H  0.1080  -4.4069  -1.2102
H  -0.1483  -1.7883  -5.0213
H  -1.5828  -2.7775  -5.2106
H  -0.0207  -3.5363  -5.0101
H  -2.7475  -3.6949  -1.4324
H  -2.5201  -4.5836  -2.9247
H  -3.3364  -3.0338  -2.9534

Atomic forces in eV per Å
Ta 1.35 1.90 -1.07
C -0.17 0.09 0.01
Si -0.10 -0.06 0.21
C -0.07 0.11 0.00
C 0.10 0.00 0.14
N 0.32 -0.29 -0.22
P 0.14 -0.27 -0.24
C -0.50 0.63 -0.33
P -0.15 0.07 0.03
N -0.33 -0.43 0.46
Si 0.25 -0.11 -0.16
C 0.16 -0.06 -0.01
C 0.10 0.08 -0.10
C 0.05 -0.15 0.11
C -0.11 0.07 -0.09
C 0.09 -0.07 -0.05
C 0.00 -0.03 -0.03
C -0.04 0.05 0.03
C 0.02 -0.04 -0.06
C -0.03 0.04 0.09
C 0.15 -0.05 -0.09
C -0.03 -0.01 -0.07
C -0.01 -0.03 -0.09
C 0.06 -0.03 0.05
C -0.02 0.01 -0.02
C -0.01 0.02 -0.01
C 0.03 0.02 0.02
C 0.00 -0.05 -0.03
C -0.08 -0.01 0.03
C 0.01 0.04 -0.02
C -0.04 0.00 0.01
C -0.14 -0.03 0.03
C 0.06 -0.03 0.20
C -0.09 0.06 -0.02
C -0.05 0.03 0.05
C -0.01 -0.01 0.03
C -0.06 -0.05 -0.02
C -0.03 0.01 0.01
H 0.07 0.01 -0.17
H 0.14 -0.09 0.08
H -0.06 -0.05 -0.07
H 0.09 0.01 -0.13
H -0.06 -0.01 -0.01
H 0.10 -0.06 0.11
H 0.09 0.03 -0.15
H -0.02 0.15 0.04
H -0.14 -0.11 -0.02
H -0.08 -0.17 0.01
H -0.05 0.02 0.09
H -0.12 0.14 0.04
H 0.06 -0.10 -0.04
H -0.15 0.01 0.01
H 0.03 0.08 0.11
H 0.04 0.10 -0.14
H -0.04 -0.01 0.03
H -0.20 0.08 0.06
H 0.01 -0.02 0.00
H 0.01 -0.08 0.02
H -0.01 -0.02 0.07
H -0.03 0.04 0.06
H -0.02 0.06 -0.04
H 0.07 -0.01 -0.02
H -0.02 0.06 -0.03
H 0.03 0.06 0.02
H 0.04 0.01 0.04
H 0.01 -0.08 0.02
H 0.03 0.13 0.02
H 0.09 0.01 -0.03
H 0.06 -0.07 -0.02
H -0.02 -0.08 0.03
H 0.04 0.01 -0.01
H -0.02 -0.02 0.01
H -0.01 0.05 -0.04
H 0.05 0.07 0.00
H 0.06 0.00 0.04
H 0.03 -0.08 0.03
O -0.42 -0.40 0.29
Cl 0.39 0.15 -0.50
O -0.13 -0.13 -0.20
O -0.77 0.07 0.63
O -0.05 -0.73 0.98
C 0.00 0.09 0.02
C 0.14 0.07 -0.26
C 0.15 -0.08 0.11
C 0.02 -0.03 0.02
C 0.04 0.21 0.07
C 0.14 -0.21 0.21
N -0.11 -0.21 0.38
N -0.12 -0.42 -0.48
Si 0.03 0.13 0.12
C 0.00 0.13 -0.02
C -0.04 0.03 0.13
C 0.03 0.11 0.05
H -0.04 0.03 -0.02
H 0.07 0.00 -0.03
H 0.01 -0.03 0.03
H -0.05 0.12 -0.03
H -0.06 0.01 -0.07
H -0.04 -0.17 -0.07
H -0.01 0.02 -0.01
H 0.04 -0.07 -0.08
H -0.10 -0.08 0.11
H 0.08 0.12 -0.01
H -0.15 -0.02 -0.04
H 0.09 -0.13 -0.06
H 0.02 0.00 0.05
H 0.01 -0.16 -0.09
H -0.10 0.07 -0.04

Results
**Multiplicity**: 1
**Energy relative to the best compared isomer or geometry (same formula, charge and spin)**: 56.94 kcal/mol
**HOMO-LUMO gap**: 7.7 eV
**Total charge**: +1
**HOMO level**: -0.394 Eh

---

Record 4
# C2H6BrNS

One molecule with the formula C2H6BrNS in a non-equilibrium geometry (ωB97M-V/def2-TZVPD, the Open Molecules 2025 dataset).

Geometry (Å):
C  -0.8272  -0.1873  -0.2089
C  0.3965  -0.3051  0.7388
N  -1.9654  0.1221  0.6628
S  1.7984  -0.9997  -0.0953
Br  -3.6349  -0.1886  -0.1216
H  -0.9063  -1.0863  -0.9253
H  -0.6065  0.6786  -0.9884
H  0.6365  0.7170  1.0918
H  0.0653  -0.9982  1.4772
H  -1.9115  1.0087  1.0724
H  1.2865  -2.3521  0.0433

Atomic forces in eV per Å
C 0.94 1.60 -2.17
C -1.25 0.79 -1.25
N 0.09 -2.83 -1.05
S -0.06 -2.39 -0.03
Br 0.21 0.38 0.07
H -0.46 1.02 1.75
H -0.43 -1.42 1.40
H 0.02 -0.80 0.25
H 0.12 0.00 1.13
H -0.18 1.61 0.28
H 0.99 2.03 -0.39

Results
**SMILES string**: SCCNBr
**Multiplicity**: 1
**Energy relative to the best compared isomer or geometry (same formula, charge and spin)**: 15.45 kcal/mol
**HOMO-LUMO gap**: 9.5 eV
**HOMO level**: -0.334 Eh

---

no.,calculated total energy (hartree)
1,-12121.11836
2,-1091.28937
3,-4144.28585
4,-3106.69360